C86H171FN2O40 | the ωB97M-V functional and the def2-TZVPD basis

Last column: Mulliken charge in e.
Element x y z (Å)
C 20.18225 22.49922 17.91308  1.81
C 19.05978 22.33916 18.89547  0.59
N 17.71279 21.95202 18.38320  1.91
C 16.80860 22.85729 17.84965  -0.97
C 15.65036 22.18619 17.59127  0.57
N 15.88628 20.88248 17.99528  1.32
C 17.09388 20.73129 18.54180  -0.34
C 14.95078 19.80061 17.76832  0.96
H 20.46030 21.45405 17.71229  -0.60
H 21.05430 22.95971 18.42448  -0.60
H 19.86470 22.93400 16.97098  -0.60
H 18.86804 23.24783 19.46620  -0.10
H 19.36950 21.48923 19.55024  -0.97
H 17.19238 23.74896 17.44080  0.06
H 14.67332 22.48330 17.24212  -0.32
H 17.66821 19.85800 18.98229  -0.12
H 14.13308 20.24676 17.19013  -0.20
H 14.61908 19.40246 18.76107  -0.63
H 15.39095 19.08268 17.09124  -0.52
F 18.39713 18.90897 19.73903  0.36
O 15.18464 15.22771 15.66588  -0.66
C 15.32702 15.95630 16.60107  -0.17
O 14.37249 16.47404 17.37948  0.18
C 13.04314 16.00362 17.00018  -0.62
C 11.99720 16.86898 17.68984  -0.59
C 16.69282 16.36520 17.06432  1.82
H 13.07912 15.01716 17.36911  0.29
H 12.94444 16.04360 15.92367  0.41
H 11.90658 16.74876 18.76804  0.24
H 11.00544 16.75725 17.22252  0.46
H 12.21909 17.93127 17.58943  -0.16
H 16.98528 15.44047 17.55745  -0.41
H 16.73653 17.16416 17.78391  -0.71
H 17.42440 16.49969 16.26218  -0.07
O 22.70842 22.89684 20.40336  -0.42
C 23.22420 23.97248 20.19490  0.53
O 22.61257 25.16348 20.28308  0.23
C 21.18405 25.13542 20.68074  1.44
C 20.73853 26.55858 20.81748  -1.99
C 24.66896 24.05342 19.78336  -0.81
H 21.02996 24.52083 21.54365  -0.23
H 20.70078 24.64485 19.83959  -0.44
H 20.74897 27.05334 19.84857  0.03
H 21.32097 27.16991 21.51935  0.43
H 19.76886 26.53324 21.21864  0.43
H 25.25013 24.61454 20.59714  0.19
H 24.73028 24.59315 18.83845  -0.26
H 25.19624 23.13502 19.58464  0.37
O 15.43844 14.27121 19.27517  -0.59
C 15.84084 13.16742 19.53760  1.02
O 16.96091 13.00474 20.25117  -0.45
C 17.57345 14.13644 20.88884  0.48
C 16.76675 14.51374 22.10026  -0.59
C 15.11813 11.92326 19.11209  -1.35
H 17.56823 14.91975 20.12572  -0.26
H 18.63144 13.76016 20.98304  0.44
H 16.73453 13.68931 22.84520  0.41
H 15.79098 14.79815 21.71096  -0.12
H 17.30024 15.36615 22.61481  0.11
H 14.87889 11.95329 18.04958  0.31
H 14.18596 11.94467 19.63059  0.34
H 15.73211 11.03306 19.31824  0.35
O 17.21988 19.57918 15.68734  -0.04
C 18.41798 19.58570 15.80109  -0.05
O 19.19810 20.56708 15.38208  1.33
C 18.59878 21.74302 14.79310  0.76
C 19.64034 22.52364 14.01881  -2.37
C 19.18394 18.53611 16.53272  0.33
H 18.24940 22.29974 15.67682  -0.58
H 17.76235 21.45719 14.15245  0.20
H 20.53959 22.68247 14.58028  -0.14
H 19.26153 23.42272 13.59982  0.61
H 19.88481 21.93181 13.18873  0.96
H 19.19700 17.64505 15.92030  0.05
H 18.79777 18.36500 17.50533  -0.63
H 20.18759 18.94079 16.75194  -0.49
O 26.17974 17.08786 16.91840  -0.61
C 25.85625 17.72794 17.92001  0.87
O 24.77798 17.41384 18.64441  -0.20
C 23.96416 16.38957 18.00899  -1.09
C 23.23397 16.90020 16.77055  0.20
C 26.79831 18.75292 18.55503  -1.06
H 23.16169 16.18683 18.70592  0.21
H 24.57304 15.50044 17.87978  0.55
H 22.65525 16.05856 16.37658  0.01
H 23.87209 17.21519 15.93244  0.84
H 22.62128 17.78854 17.02914  -0.53
H 26.56144 18.96354 19.62717  0.18
H 26.65580 19.71776 18.14943  0.26
H 27.84146 18.46667 18.48825  0.37
O 17.70547 19.44017 12.21307  -0.63
C 17.64419 18.51055 12.95260  0.89
O 18.75107 17.87464 13.39562  -0.25
C 19.99394 18.38952 13.04359  0.65
C 21.07730 17.50537 13.67837  -0.94
C 16.40466 17.77745 13.26608  -0.21
H 20.12899 19.39132 13.39081  -0.71
H 20.06420 18.37921 11.95329  0.52
H 22.01957 18.04776 13.64753  0.38
H 21.11597 16.55797 13.16480  0.54
H 20.89688 17.36813 14.74812  -0.24
H 16.09656 17.17696 12.40062  0.46
H 15.67197 18.57325 13.45149  -0.36
H 16.49573 17.06674 14.11101  -0.01
O 18.99850 23.28502 22.55571  -0.15
C 19.60099 22.28096 22.88183  0.54
O 19.12914 21.05329 22.53697  -0.32
C 17.85554 20.97521 21.80518  3.26
C 16.80308 20.80948 22.88685  -1.37
C 20.86845 22.34372 23.72017  -1.48
H 17.92049 20.08374 21.09698  -1.68
H 17.66901 21.90824 21.26635  -0.98
H 16.99483 19.89202 23.50427  0.25
H 15.89814 20.55515 22.28125  0.14
H 16.71305 21.64778 23.56601  0.37
H 20.97242 21.44665 24.30016  0.43
H 20.85979 23.15756 24.42952  0.49
H 21.77030 22.36672 23.12846  0.12
O 18.26984 27.59914 25.10792  -0.65
C 17.64326 26.94839 24.27569  0.57
O 17.07094 27.60329 23.27011  -0.24
C 17.27958 29.06772 23.21065  -0.36
C 18.20619 29.31573 22.03208  -0.68
C 17.53992 25.46406 24.30186  0.10
H 17.65363 29.54841 24.12964  0.33
H 16.24260 29.44804 23.03700  0.26
H 18.42741 30.35679 21.94408  0.47
H 17.85599 29.07152 21.01891  0.09
H 19.21863 28.81782 22.26955  0.10
H 18.16614 25.04801 23.48737  -0.60
H 16.50213 25.10246 24.29371  0.35
H 18.00794 25.09783 25.23741  0.33
O 20.66366 13.42319 18.92614  -0.60
C 20.14494 14.37448 18.37438  -0.23
O 19.44108 14.30365 17.20750  -0.10
C 19.64003 13.11648 16.43120  -0.43
C 20.98805 13.29222 15.63210  -1.00
C 20.11548 15.82944 18.90662  1.47
H 18.75468 13.04064 15.81103  0.39
H 19.63094 12.18892 17.00780  0.37
H 21.11139 14.08582 14.87868  0.12
H 21.20339 12.35704 15.12394  0.47
H 21.82369 13.38862 16.32453  0.30
H 20.65171 16.51902 18.14673  -0.92
H 20.59233 15.86278 19.87861  0.49
H 19.05548 16.18942 18.97997  -0.47
O 13.35326 23.87320 15.55947  0.41
C 13.51635 24.53292 14.54805  0.70
O 14.09868 24.17781 13.38772  -0.52
C 14.99470 23.01539 13.61248  0.34
C 14.30519 21.66490 13.61953  -0.21
C 13.32744 26.00141 14.51614  -1.56
H 15.51456 23.15366 14.54486  -0.40
H 15.74897 22.93694 12.84347  0.57
H 15.01924 20.83232 13.87852  -0.27
H 13.91383 21.45880 12.64029  0.65
H 13.50726 21.65799 14.34042  -0.56
H 13.48203 26.30102 13.50743  0.46
H 14.11016 26.45918 15.18290  0.03
H 12.31060 26.27089 14.78624  0.44
O 12.02996 17.19343 23.11366  -0.61
C 12.71491 18.18348 23.21756  0.69
O 13.85865 18.27859 22.56512  -0.16
C 14.06562 17.24845 21.55471  -0.50
C 15.40632 17.54897 20.90470  0.78
C 12.39242 19.43811 24.10904  -1.07
H 13.23036 17.23687 20.80658  0.09
H 14.09124 16.23011 21.96896  0.49
H 15.50568 16.79902 20.11911  -0.16
H 16.23373 17.50556 21.60073  0.08
H 15.41209 18.50129 20.42988  -0.66
H 13.34353 19.83094 24.49428  0.28
H 11.89684 19.03020 24.99264  0.36
H 11.85155 20.18630 23.53772  0.25
O 17.27730 25.55523 19.29411  -0.20
C 16.22460 25.10933 19.75159  0.43
O 15.01016 25.22954 19.13609  -0.29
C 14.91379 26.05943 17.92745  1.39
C 14.75446 27.55246 18.25413  -1.55
C 16.09501 24.23884 20.99192  0.23
H 14.10353 25.66616 17.34880  -0.15
H 15.88283 25.93352 17.38291  -0.64
H 14.82069 28.25242 17.43369  0.40
H 15.61042 27.85012 18.92662  0.25
H 13.74911 27.70862 18.72394  0.35
H 15.91365 23.26326 20.60242  -0.56
H 15.21823 24.53484 21.56947  0.75
H 16.95150 24.41664 21.60357  -0.50
O 13.59462 21.36493 19.58171  -0.39
C 12.42947 21.14286 19.65807  0.50
O 11.41861 21.94944 19.19946  -0.49
C 11.78525 23.03895 18.35685  1.70
C 10.71152 24.04234 18.05189  -1.30
C 11.90037 19.91448 20.34822  -0.71
H 12.17506 22.48544 17.43676  -0.51
H 12.63002 23.55362 18.78878  -0.26
H 10.25430 24.40474 19.01518  0.40
H 9.97683 23.61916 17.38312  0.28
H 11.24641 24.86934 17.52658  0.13
H 11.62088 19.06710 19.72963  0.12
H 11.02132 20.07439 20.90298  0.64
H 12.73531 19.62678 20.95890  -0.40
O 11.40536 19.88939 15.62856  -0.48
C 11.30195 20.04278 14.44674  0.83
O 10.83170 21.16562 13.85776  -0.36
C 10.50498 22.21479 14.75150  0.96
C 10.24334 23.45520 13.94482  -1.36
C 11.74463 19.04852 13.36975  -0.88
H 11.27321 22.40569 15.50110  -0.77
H 9.59795 21.80622 15.26844  0.45
H 10.10708 24.40243 14.52104  0.33
H 9.49217 23.24562 13.17418  0.40
H 11.09136 23.78800 13.29088  0.18
H 12.85681 18.86441 13.40654  -0.06
H 11.31438 19.27583 12.39207  0.27
H 11.26128 18.14127 13.70268  0.47
O 22.41586 24.21464 15.70501  -0.24
C 22.71803 23.67438 14.68329  0.57
O 23.05868 22.40698 14.67529  -0.42
C 23.25717 21.69692 15.95853  0.15
C 23.02810 20.26257 15.66079  0.16
C 22.59151 24.23641 13.18620  -1.13
H 22.49477 21.95810 16.68884  -0.58
H 24.19696 21.91468 16.40508  0.83
H 23.24176 19.63709 16.53691  -0.24
H 23.61889 19.96234 14.78520  0.55
H 22.00453 20.11708 15.41717  -0.48
H 22.62325 25.33845 13.26586  0.29
H 21.65296 23.82385 12.82545  0.22
H 23.32716 23.86975 12.49298  0.38
O 21.21492 18.48856 23.83682  -0.68
C 20.82572 18.39775 22.68486  0.56
O 21.58231 18.89844 21.69102  0.21
C 21.32739 18.64227 20.28434  0.60
C 22.11241 19.69131 19.52966  0.66
C 19.52591 17.72322 22.35538  -0.76
H 20.30385 18.48372 20.04064  -0.70
H 21.72751 17.68016 20.13437  0.26
H 21.69805 20.69704 19.71684  -0.81
H 21.96520 19.55284 18.52055  -0.55
H 23.16812 19.59947 19.65601  0.44
H 18.92593 18.26770 21.63290  -0.63
H 18.99628 17.67995 23.34086  0.34
H 19.74025 16.74618 21.96645  0.45
O 24.28396 28.91762 19.14446  -0.58
C 24.67049 27.95178 19.72979  0.84
O 25.43741 27.02410 19.12677  -0.28
C 25.79349 27.39631 17.79529  -0.55
C 24.73212 26.90242 16.78673  -0.61
C 24.46940 27.70740 21.22123  -0.51
H 26.78462 26.96798 17.66159  0.34
H 25.96664 28.48086 17.65476  0.39
H 25.24316 27.03048 15.81848  0.43
H 23.80658 27.45770 16.86980  0.21
H 24.55329 25.87680 16.98621  0.02
H 24.06859 26.72881 21.20005  -0.23
H 23.80358 28.49485 21.60832  0.27
H 25.42926 27.66116 21.73139  0.36
O 17.16047 24.72396 15.36885  0.00
C 17.60422 25.59793 14.63849  0.21
O 18.58738 26.46070 15.00094  -0.31
C 19.07151 26.44435 16.37274  1.42
C 20.09145 27.51186 16.62055  -1.52
C 17.17445 25.68954 13.23278  -0.02
H 19.51135 25.39544 16.45544  -0.33
H 18.23776 26.53772 17.05013  -0.24
H 20.99993 27.44369 16.06961  0.43
H 20.27791 27.47105 17.68439  -0.05
H 19.68804 28.48509 16.48130  0.52
H 17.79712 26.48981 12.81151  0.19
H 16.08842 25.80371 13.13513  -0.44
H 17.44433 24.73920 12.77870  0.08
O 24.08976 22.81181 23.37069  -0.50
C 25.24360 22.52020 23.14115  0.83
O 25.63818 21.32886 22.61786  -0.47
C 24.52786 20.43976 22.33758  1.14
C 24.20716 19.59181 23.57188  -1.31
C 26.40751 23.36011 23.59688  -1.47
H 24.91744 19.71821 21.60551  -0.05
H 23.74503 21.04024 21.97625  -0.19
H 23.69562 20.15597 24.36653  0.27
H 25.21245 19.27675 24.01994  0.37
H 23.80131 18.70529 23.12036  0.33
H 26.10114 24.37937 23.68361  0.32
H 27.16144 23.16479 22.89031  0.40
H 26.68465 22.92217 24.56413  0.42
O 17.40266 30.08085 14.16240  -0.56
C 17.79573 29.64581 13.12634  0.87
O 17.00180 29.09759 12.18300  -0.35
C 15.65150 29.08718 12.62268  0.11
C 14.81177 28.49730 11.53430  -1.17
C 19.22048 29.58538 12.68373  -1.10
H 15.31143 30.12870 12.88682  0.44
H 15.63765 28.58871 13.60913  0.02
H 15.01715 27.44628 11.35556  0.20
H 15.04982 29.01207 10.57026  0.37
H 13.77180 28.69699 11.83112  0.34
H 19.47912 28.54076 12.44501  0.27
H 19.90045 29.95854 13.44668  0.31
H 19.26754 30.11254 11.72091  0.35

Force components x, y, z for each atom (eV/Å):
C 0.18 -1.23 -0.12
C -0.80 -0.76 1.29
N -0.54 -0.77 0.23
C 0.14 -1.26 -0.67
C 0.96 -0.37 0.48
N 0.04 -0.06 0.49
C 0.71 2.49 -1.40
C -0.70 0.04 0.38
H 0.31 0.33 -0.46
H -0.65 0.02 -0.60
H 0.35 0.54 0.01
H 0.18 -0.08 0.23
H -0.48 0.88 -0.01
H -0.09 1.20 0.08
H 0.24 0.09 -0.21
H -0.40 -0.43 0.20
H -0.18 -0.26 0.49
H 0.17 0.10 -1.31
H 0.29 -0.38 0.28
F 0.18 -0.58 -0.26
O -0.87 -0.72 -0.83
C 1.42 1.42 0.71
O -0.66 0.14 -0.79
C 0.21 1.38 0.87
C -0.22 0.55 -0.18
C 0.30 -0.79 0.05
H -0.67 -1.43 0.06
H 0.00 -0.11 -0.16
H 0.06 -0.60 0.02
H 0.35 -0.25 0.23
H 0.26 0.08 -0.42
H 0.44 -0.03 0.36
H -0.15 0.35 0.19
H -0.54 0.04 -0.03
O -0.67 0.43 0.06
C 0.41 -1.05 -0.07
O -0.08 -0.53 0.42
C 1.12 0.07 -1.17
C 1.09 0.24 -0.10
C 0.89 1.76 0.71
H 0.18 -0.21 0.62
H -0.39 0.04 0.06
H -0.11 0.09 0.03
H 0.20 -0.41 -0.16
H -1.62 0.11 0.27
H -0.74 -0.55 -1.32
H 0.08 0.47 0.28
H -0.49 -0.74 0.43
O -0.57 0.61 -0.28
C 0.50 0.71 0.00
O -0.51 -1.80 -0.14
C 0.94 -0.56 -1.23
C 1.43 0.43 0.95
C 1.37 -0.39 -0.25
H 0.07 0.30 0.38
H -1.04 0.68 0.56
H -0.23 0.42 -0.62
H -0.07 0.09 0.55
H -0.86 -0.62 -0.54
H 0.16 0.22 0.00
H -0.64 -0.35 0.54
H -0.53 0.25 0.09
O -0.64 0.10 -0.52
C -0.26 -0.11 0.97
O 0.93 0.41 -0.85
C -0.45 0.54 0.96
C -0.39 -1.09 0.80
C 1.38 0.86 -0.36
H -0.32 0.08 -0.62
H 0.01 -0.02 0.16
H 0.21 0.25 0.46
H -0.50 1.00 0.06
H 0.66 -0.95 -1.37
H 0.18 -0.25 0.12
H -0.94 -0.32 0.84
H -0.07 -0.47 -0.51
O -0.61 1.39 1.25
C 2.09 -1.54 -0.73
O -0.28 0.30 -0.46
C -0.56 0.64 -0.04
C 0.50 0.19 -0.50
C -1.07 -0.36 1.72
H 0.17 -0.16 0.60
H -0.02 0.01 -0.31
H -0.40 0.28 0.15
H 0.13 -0.17 0.46
H -0.04 -0.85 -0.03
H 0.05 -0.69 -0.66
H -0.04 1.01 -1.07
H -0.07 -0.21 -0.32
O 0.08 1.63 -0.46
C 0.88 -1.68 -0.58
O -1.30 -0.51 1.04
C 1.53 -0.56 -0.47
C -0.50 0.82 0.13
C -0.80 -0.41 0.86
H -0.19 0.80 0.17
H 0.20 0.14 0.01
H 0.24 -0.20 -0.39
H 0.28 -0.36 0.01
H -0.20 -0.18 -0.21
H 0.11 0.34 0.02
H -0.16 -0.56 0.09
H -0.07 0.66 -0.36
O 0.19 0.11 -0.12
C -0.59 -0.07 -0.19
O 1.17 0.61 -0.15
C 0.37 -0.41 0.81
C -0.59 -1.99 -0.95
C -0.59 -1.05 -0.14
H 0.10 1.22 1.07
H 0.28 -0.18 0.00
H 0.03 0.75 -0.54
H 0.02 0.57 0.94
H -0.23 0.33 -0.19
H -0.09 -0.70 0.26
H -0.22 0.50 -0.22
H 0.16 0.31 -0.50
O -0.36 -1.22 -0.33
C 1.37 2.01 1.70
O -0.45 0.27 -0.31
C -1.19 -0.23 -0.94
C 1.58 -0.64 0.41
C 0.43 -0.62 0.28
H -0.05 -0.87 -0.33
H 0.85 -0.19 0.00
H 0.18 0.97 0.26
H -0.14 -0.62 0.59
H -1.55 0.56 -0.60
H -0.72 0.09 0.25
H 0.33 0.13 -0.42
H -0.30 0.42 -0.47
O -0.42 1.08 -0.79
C -0.30 0.36 0.58
O 0.50 -0.21 0.90
C 1.01 0.49 -1.16
C -0.38 -0.87 0.36
C -0.14 0.03 -1.56
H 0.03 0.27 -0.44
H 0.42 0.36 0.38
H -0.80 -0.04 0.44
H -0.09 -0.22 -0.25
H -0.12 0.14 0.30
H -0.81 -1.11 1.26
H 0.06 0.02 0.00
H 0.95 -0.24 -0.07
O 0.14 -0.11 -1.29
C 0.57 0.59 1.12
O 1.00 -2.09 0.82
C -0.17 -1.09 -0.01
C 0.45 -0.39 0.25
C -0.19 0.59 0.52
H 0.07 0.38 0.38
H 0.01 0.85 -0.55
H -0.43 0.99 -0.18
H -0.35 -0.21 -0.47
H -0.35 -0.11 0.31
H 0.21 0.67 -0.73
H -0.93 -0.35 -0.55
H 0.07 0.20 0.47
O -0.47 0.51 0.32
C -0.85 0.27 0.84
O 0.47 -0.02 -0.74
C 0.43 -0.11 -0.52
C -0.83 -0.87 -0.10
C 1.35 -1.88 -0.08
H 0.60 0.33 0.73
H -0.19 0.51 0.36
H 0.40 -0.06 -0.03
H 0.14 -0.11 0.15
H 0.03 0.90 -0.28
H -0.21 0.18 -0.45
H -0.55 0.37 -0.34
H -0.17 -0.05 0.18
O -1.78 -0.46 0.76
C 0.57 0.33 -0.80
O 0.29 0.81 -0.17
C 2.19 0.48 0.12
C -0.09 -0.34 1.68
C -0.64 1.91 -0.67
H -0.44 -0.39 -0.14
H -0.86 -0.12 0.19
H -0.01 -0.28 -0.71
H -1.12 -0.28 -0.33
H 1.02 0.06 -0.03
H 0.20 -1.06 0.10
H -0.11 0.00 -0.19
H 0.75 -0.62 0.23
O 0.87 0.91 -0.31
C -2.41 -0.11 -0.08
O -0.02 -0.59 0.83
C 1.77 -1.29 -1.49
C 0.22 0.30 0.72
C 0.79 -0.10 -0.47
H -0.46 1.26 0.72
H 0.42 0.11 0.26
H 0.31 -0.20 -1.10
H -0.48 0.05 -0.03
H -0.61 -0.43 0.42
H 0.33 0.15 -0.70
H -1.00 0.63 0.94
H 0.09 -0.42 0.53
O -0.04 -0.04 0.45
C 0.78 0.25 -1.70
O 0.82 -0.44 -0.10
C -1.21 0.08 0.94
C 0.71 1.23 -1.32
C -0.01 -0.23 0.96
H 0.16 -0.35 -0.13
H 0.54 0.98 -0.03
H -0.67 -1.07 -0.08
H -0.42 0.41 0.55
H -0.02 -0.86 0.63
H -1.22 0.45 -0.22
H 0.56 0.24 0.11
H 0.10 -0.64 -0.04
O -0.16 1.49 0.35
C -0.29 0.16 -1.67
O 1.12 -1.63 0.23
C -1.68 0.37 -0.31
C 1.08 -0.70 -0.35
C -0.04 0.09 2.35
H -0.04 0.68 -0.15
H 1.02 0.38 -0.10
H 0.22 0.25 -0.32
H 0.04 -0.25 0.37
H -1.07 -0.17 -0.27
H -0.32 -0.63 -0.28
H -0.31 0.44 0.00
H 0.65 -0.18 0.14
O -0.17 0.13 -1.12
C 0.23 0.16 0.83
O -0.20 0.23 0.31
C 1.10 0.21 1.06
C -1.45 0.54 1.38
C -0.45 0.73 1.26
H -1.11 0.97 -0.09
H 1.10 -1.27 -0.47
H 0.63 -0.32 0.36
H -0.52 -0.54 -2.64
H 0.69 0.22 0.63
H 0.04 0.01 -0.21
H 0.35 -0.30 -0.96
H -0.07 -0.69 -0.15
O -0.77 0.76 -0.33
C 0.76 0.41 1.16
O 0.00 0.50 0.39
C -0.02 0.22 -0.93
C 1.91 0.98 0.26
C 0.28 0.74 -1.35
H -0.15 -0.53 -0.29
H -0.43 -0.45 0.55
H -0.73 -0.15 -0.01
H -0.02 0.20 -0.11
H -0.31 -1.07 -0.12
H -0.84 -1.00 0.78
H 0.31 -0.62 -0.03
H 0.02 0.20 0.00
O 0.37 0.88 0.13
C 0.47 -0.90 1.81
O -1.03 0.21 -0.75
C 0.61 -2.37 -0.71
C -0.65 -0.22 0.50
C 0.81 0.79 -0.51
H -0.40 1.32 0.45
H -0.34 -0.06 0.21
H 0.68 -0.39 -0.42
H 0.46 -0.15 0.32
H -0.56 0.92 -0.40
H -0.74 -0.12 -0.53
H 0.37 0.24 0.03
H -0.01 -0.05 -0.19
O 0.38 -0.08 -0.48
C -0.41 -0.48 0.86
O -0.28 1.24 0.05
C 1.57 -1.33 1.01
C 2.30 0.65 0.13
C -1.05 -1.36 0.26
H -0.16 0.60 -0.20
H -1.22 0.36 -0.60
H -0.42 -0.69 -0.56
H -1.16 0.37 -0.61
H -1.03 -0.37 0.80
H 0.02 0.59 0.08
H 1.40 0.25 -0.66
H 0.14 0.35 -0.14
O -0.43 0.39 0.82
C 1.18 -0.57 -0.69
O 0.01 0.41 0.46
C -0.54 0.84 0.84
C -0.14 0.65 -0.53
C 0.17 -0.45 -0.58
H 0.41 -0.82 -0.55
H -0.32 -0.27 -0.54
H -0.19 -0.22 0.21
H -0.40 -0.22 0.78
H 0.13 -0.42 -0.49
H -0.10 0.30 0.19
H -0.12 0.18 -0.21
H 0.35 0.10 0.37

The value obtained for the HOMO-LUMO gap is 9.52 eV. The energy is -6598.5818 Ha. The multiplicity is 1.